A.
ORCA calculation (wB97M-V/def2-TZVPD) on C16H48O8 as an isolated structure.

LUMO energy: 0.0 eV

Atoms and positions in Å:
O: -2.45758 -3.02514 0.60948
O: 2.72015 -0.18085 3.34566
O: -1.55160 1.53703 -1.33656
O: 0.84779 -3.90077 -1.77817
O: -0.11644 0.15010 -1.39854
O: 0.95839 -1.81781 -1.53137
O: -0.73006 1.42504 4.14971
O: -1.82880 3.62246 -1.91434
C: 0.06900 2.33621 2.10060
C: -2.82452 -1.62120 0.58024
C: -1.29589 3.30458 0.42513
C: -1.66888 1.16766 -2.69430
C: 1.40003 -0.21114 0.38779
C: -2.28898 3.86044 -0.58944
C: 2.80270 -1.27949 2.42028
C: -0.01000 -3.83406 -0.67712
C: 0.46342 1.81955 3.47141
C: -0.69662 2.13471 -3.43033
C: 2.25772 -2.43747 3.21673
C: 0.35899 0.65858 -0.14273
C: 1.78485 -1.38698 -2.58499
C: -1.59552 -0.83560 0.08762
C: 0.89643 -3.46355 0.52169
C: 0.88284 -0.55063 -3.48991
H: -0.92922 3.17797 -3.21676
H: -0.43045 3.30505 2.09825
H: 2.21675 -2.22803 -3.12739
H: 1.26038 -2.44629 0.37745
H: 2.20470 -0.37138 -0.32980
H: 0.84211 0.50178 -3.20906
H: 1.15154 -3.02920 -2.04219
H: -0.87585 0.66766 -1.67611
H: 1.34533 -0.54498 -4.47691
H: -0.71489 -1.22262 0.60028
H: 0.51682 -1.04712 -1.16714
H: -0.56522 1.60799 1.59507
H: 0.30974 1.88839 -3.09170
H: 0.92202 2.58551 1.46950
H: -0.33229 3.79883 0.30147
H: 0.87025 2.63769 4.06573
H: 0.37705 -3.33626 1.47150
H: -3.66380 -1.47001 -0.09862
H: -0.44157 0.79807 0.58374
H: 1.79821 0.16914 1.32850
H: -0.58955 -4.75719 -0.68467
H: -1.95623 -3.10374 1.42438
H: 3.80161 -1.57256 2.09720
H: 3.50761 -0.12326 3.89175
H: -1.58093 2.49470 -1.39663
H: -0.54539 1.53477 5.08537
H: 2.13915 -1.14398 1.56620
H: -0.75130 -3.03977 -0.76476
H: -1.27175 0.15521 -2.76729
H: 2.62441 -0.83629 -2.16077
H: 1.17151 0.99464 3.39241
H: -1.45082 -0.99746 -0.98053
H: -2.18227 4.32714 -2.46215
H: -3.23981 3.33442 -0.50378
H: 2.11072 -3.35184 2.64192
H: -2.46947 4.92131 -0.41603
H: -0.78739 1.90303 -4.49155
H: -1.09688 2.23806 0.32004
H: -3.20602 -1.26348 1.53659
H: -1.69000 3.55888 1.40906
H: -0.12299 -0.96632 -3.54992
H: 2.93470 -2.72080 4.02266
H: 0.84749 1.56643 -0.49667
H: -1.65904 0.23005 0.30771
H: 1.70950 -4.18547 0.59815
H: 1.29041 -2.13385 3.61704
H: -2.71132 1.20339 -3.01075
H: 0.93503 -1.17987 0.57068

=====

B.
ORCA calculation (wB97M-V/def2-TZVPD) on a 8-piece molecular cluster, C16H48O8 overall.

LUMO energy: 0.3 eV
Structure (SMILES): CCO.CCO.CCO.CCO.CCO.CCO.CCO.CCO

Atoms and positions in Å:
O: 12.76747 25.21669 -20.56747
O: -0.37651 30.19720 -26.48168
O: -1.35976 22.72286 -23.52381
O: 3.98287 25.06677 -30.28894
O: 2.45718 25.03618 -20.26088
O: 9.41052 27.63795 -12.10340
O: 6.91456 19.00875 -14.13992
O: 9.87945 24.07768 -24.35136
C: 3.69091 24.39841 -20.77199
C: 3.13002 24.62445 -28.02459
C: 7.78545 19.13856 -15.28007
C: 7.35331 27.58818 -13.55985
C: 4.40167 23.76917 -19.65519
C: 8.79070 27.09055 -13.22932
C: 9.00135 26.25744 -24.99569
C: -1.96646 20.91363 -21.99676
C: 4.35420 24.70432 -28.99910
C: 9.07983 18.30795 -14.92507
C: 0.34355 30.04988 -25.24790
C: 11.47199 23.94033 -18.92831
C: -0.45036 29.25089 -24.17833
C: 12.14287 25.24258 -19.33940
C: -1.58468 21.35620 -23.45673
C: 9.68528 24.94117 -25.45595
H: 2.39501 23.86755 -28.29837
H: -1.69572 22.84582 -24.41466
H: 0.11015 29.17218 -23.24681
H: 11.45066 26.08359 -19.29884
H: 7.29627 18.90066 -16.22463
H: 10.61569 24.29026 -18.35176
H: 9.84694 18.60545 -15.64001
H: 9.37600 18.39864 -13.87999
H: 5.34693 23.41478 -20.06628
H: -1.18559 21.17300 -21.28187
H: 8.83318 17.31602 -15.30368
H: -0.58015 28.23379 -24.54814
H: 9.42846 27.22625 -14.10279
H: 11.18980 23.42811 -19.84815
H: 1.75674 24.51841 -20.66447
H: 1.32713 29.65105 -25.49608
H: 3.97395 22.90196 -19.15211
H: 13.35424 24.45703 -20.58225
H: -1.46652 29.52958 -23.89932
H: 9.74205 26.77316 -24.38456
H: 2.66768 25.59828 -27.86332
H: 6.73623 27.30218 -12.70807
H: 9.79934 28.50836 -12.21655
H: -2.96932 21.18786 -21.66939
H: -1.95921 19.83799 -21.82056
H: -2.23262 20.98357 -24.25010
H: 4.53951 24.46494 -18.82755
H: 4.30715 25.16823 -21.23645
H: 8.58858 26.02982 -13.08071
H: -0.58620 21.09328 -23.80603
H: 0.55646 30.99035 -24.73969
H: 12.26157 23.31573 -18.51054
H: 4.86630 23.75852 -28.82212
H: 3.36445 24.42287 -30.64187
H: 0.30699 30.06010 -27.14170
H: 8.70422 26.95225 -25.78122
H: 6.83240 27.25421 -14.45719
H: 8.99933 24.55374 -26.20926
H: 8.03099 20.19822 -15.35033
H: 7.34131 19.21379 -13.30479
H: 10.63897 25.16435 -25.93425
H: 5.11590 25.33770 -28.54440
H: 3.34116 23.61556 -21.44496
H: 7.27192 28.67470 -13.59065
H: 10.71933 24.34534 -23.97115
H: 8.10128 26.01384 -24.43121
H: 12.80440 25.57718 -18.54032
H: 3.44861 24.31728 -27.02847

=====

C.
ORCA calculation (wB97M-V/def2-TZVPD) on a 8-piece molecular cluster, C16H48O8 overall.

LUMO energy: 0.6 eV
Structure (SMILES): CCO.CCO.CCO.CCO.CCO.CCO.CCO.CCO

Atoms and positions in Å:
O: 1.52041 0.36580 0.93026
O: 4.95315 -0.78181 -2.48946
O: -4.23627 -0.70697 1.37467
O: -0.20338 1.96372 2.67574
O: -0.67386 -2.97856 5.13160
O: -3.94090 1.37864 -0.66319
O: 4.44729 0.96206 -0.30160
O: -0.31311 -2.16999 -3.91394
C: 0.99257 -0.30256 -0.17112
C: 3.19625 -1.97061 -3.81439
C: -3.31753 -3.01280 1.55855
C: 0.93440 -2.59794 3.48031
C: 0.75410 -2.96359 4.91011
C: -1.10364 -1.06217 -3.69558
C: -4.27012 -2.04393 0.96574
C: 3.84949 1.88206 -1.17147
C: -2.82923 3.43289 -0.91997
C: 3.74013 -0.68178 -3.21443
C: -3.37585 2.49068 0.09583
C: 3.82308 3.25519 -0.49292
C: 0.15671 3.24196 2.23242
C: -2.47596 -1.15952 -4.36275
C: -0.08080 -1.22876 0.41402
C: -0.55401 4.22510 3.14811
H: 0.61538 -1.53204 3.34599
H: -4.21358 -0.58973 2.35302
H: 4.96088 0.34417 -0.84453
H: 3.04165 -0.33381 -2.50580
H: -5.32177 -2.49292 1.08119
H: 3.22631 3.31314 0.40950
H: 2.46566 0.51583 0.72474
H: 1.96347 -2.66222 3.18468
H: 4.38825 1.85403 -2.12116
H: -0.16526 3.42129 1.25118
H: 2.17891 -1.84949 -4.17561
H: -0.71687 -1.72642 -0.37372
H: 3.85798 0.07227 -3.98350
H: 2.81021 1.54587 -1.32996
H: -4.33787 0.75623 0.00122
H: 1.07409 -3.94214 5.11740
H: -3.64406 3.80796 -1.53606
H: 5.57255 -1.15649 -3.11946
H: -0.67161 -0.65569 1.05340
H: -1.66492 4.15681 3.05022
H: -0.38200 4.06042 4.20616
H: -0.87533 -3.32378 5.99675
H: 3.35857 3.98450 -1.16776
H: -2.84401 -2.17938 -4.13702
H: -4.16172 2.91121 0.75222
H: -0.84382 -2.89792 -4.18450
H: -0.54020 -0.24046 -4.11265
H: 4.90891 3.44401 -0.39980
H: -2.57143 2.23965 0.78869
H: -4.09458 -1.96061 -0.11945
H: 3.83592 -2.41012 -4.53086
H: -3.51237 -4.03944 1.18727
H: -2.43373 -0.95521 -5.42789
H: -2.27772 4.23052 -0.45251
H: -2.20172 2.82593 -1.57786
H: 1.26026 -2.19214 5.58488
H: 0.42958 -2.07406 0.92995
H: 1.75965 -0.79631 -0.71000
H: 1.19675 3.32344 2.40056
H: 3.10257 -2.76293 -3.03438
H: -3.50257 -3.03000 2.62876
H: -0.31297 5.28387 3.08146
H: 0.24952 -3.21654 2.82408
H: 0.52901 0.37574 -0.86186
H: -3.22066 -0.49975 -3.87332
H: -2.29456 -2.84438 1.21431
H: -1.24289 -0.85375 -2.61282
H: 0.26920 1.21368 2.31830

=====

The structure with the greatest stability is C.

=====

A.
ORCA calculation (wB97M-V/def2-TZVPD) on a 5-piece molecular cluster, C3H15NO3S overall.

LUMO energy: -4.2 eV

Atoms and positions in Å:
S: -1.51411 -0.04927 0.78621
O: -2.31887 1.09846 -1.89032
O: 2.92174 -0.35293 0.75962
O: -1.08676 -3.13847 1.19984
N: 1.81178 0.69966 -1.29254
C: 1.08129 2.04430 0.62198
C: 0.11884 -0.24890 0.14800
C: 0.69312 1.10450 -0.51606
H: 1.40717 3.03699 0.27886
H: -1.26735 -3.85102 1.82281
H: -3.19890 1.47753 -1.98479
H: 0.78671 -0.38762 1.06368
H: 2.46593 0.18315 -0.52541
H: 0.33174 2.25346 1.37888
H: -2.36694 0.53515 -1.09537
H: 0.20288 -1.11202 -0.54342
H: 2.00856 1.54049 1.00674
H: 0.10585 -2.48879 -2.48496
H: -1.25505 -2.30785 1.66425
H: 3.64855 -0.97729 0.65331
H: 0.18606 -2.29398 -3.20564
H: 1.48290 0.06109 -2.01641
H: -0.16330 1.54526 -1.07798

=====

B.
ORCA calculation (wB97M-V/def2-TZVPD) on a 4-piece molecular cluster, C3H15NO3S overall.

LUMO energy: 0.5 eV
Structure (SMILES): CNCCS.O.O.O

Atoms and positions in Å:
S: -1.20476 -0.38833 2.46264
O: -0.03017 2.61382 2.46060
O: 1.74688 2.51629 0.30446
O: -2.24297 -1.10528 -2.41616
N: 0.31587 -1.31423 -1.23367
C: 0.14786 -0.68235 0.07722
C: 1.21425 -0.50176 -2.09308
C: -1.11704 -1.15524 0.76995
H: -1.14615 -2.20138 1.05949
H: -2.78156 -0.53907 -1.83724
H: 1.02264 -0.80049 0.72738
H: -0.50918 2.24274 3.23757
H: 1.50578 2.42097 1.23666
H: -2.05953 -0.90095 0.30741
H: 2.00749 -0.03390 -1.51147
H: 0.60636 0.29348 -2.52176
H: 2.65795 2.29714 0.22213
H: 1.65819 -1.14725 -2.85012
H: 0.02864 0.38584 -0.08884
H: 0.52352 -2.29366 -1.24217
H: -0.27058 -1.11604 3.11762
H: -0.71709 2.25786 1.87220
H: -1.35640 -0.84820 -2.06082

=====

The structure with the greatest stability is B.

=====

A.
ORCA calculation (wB97M-V/def2-TZVPD) on a 3-piece molecular cluster, CH2N2O2S overall.

LUMO energy: 0.3 eV
Structure (SMILES): O=C=O.N#N.S

Atoms and positions in Å:
S: -1.37362 -0.26495 -0.61021
O: 3.00063 1.16215 -0.74694
O: 1.29994 1.63696 0.74098
N: 2.40429 -1.63766 -0.03018
N: 1.76652 -0.78148 0.28584
C: 2.16888 1.34751 0.03318
H: -1.08074 1.06861 -0.69677
H: 0.00134 -0.43744 -0.24901

=====

B.
ORCA calculation (wB97M-V/def2-TZVPD) on a 2-piece molecular cluster, CH2N2O2S overall.

LUMO energy: -0.9 eV

Atoms and positions in Å:
S: -1.33481 1.74145 -1.39082
O: -1.35355 1.31387 -2.76631
O: -0.43668 2.82646 -1.12413
N: 1.43942 0.39708 -0.57127
N: 2.03883 0.73388 -1.46662
C: 0.57138 -0.18790 0.19984
H: 0.03281 -1.05203 -0.27374
H: 0.82296 -0.28952 1.19869

=====

The structure with the greatest stability is A.

=====

A.
ORCA calculation (wB97M-V/def2-TZVPD) on one molecule with the formula CH2N2O2S.

LUMO energy: -0.1 eV
Structure (SMILES): N#CS(N)(=O)=O

Atoms and positions in Å:
S: -0.24574 -0.70809 0.00346
O: -0.45654 -1.33616 1.21127
O: -0.46443 -1.25843 -1.29173
N: -1.92697 1.93598 0.05831
N: 1.32139 -0.15543 0.02476
C: -1.46029 0.89850 0.05445
H: 1.67738 0.09213 -0.84400
H: 1.55520 0.53150 0.78348

=====

B.
ORCA calculation (wB97M-V/def2-TZVPD) on one molecule with the formula CH2N2O2S.

LUMO energy (spin up / spin down): -0.8 / 0.1 eV

Atoms and positions in Å:
S: -1.70392 -0.51388 0.51156
O: -2.72871 -0.63916 -0.48940
O: -0.30759 -0.82236 -0.25070
N: 0.84388 1.24132 -0.11366
N: -0.04195 1.94602 0.01969
C: 0.88260 -0.23258 -0.00171
H: 1.32560 -0.53906 1.09014
H: 1.73010 -0.44030 -0.76591

=====

The structure with the greatest stability is A.

=====

A.
ORCA calculation (wB97M-V/def2-TZVPD) on an isolated ion of composition C3H3Cl2N2 and charge +1.

LUMO energy (spin up / spin down): -5.9 / -5.9 eV
Charge: +1

Atoms and positions in Å:
Cl: 0.91680 1.94162 -2.09960
Cl: 0.19905 -2.42898 1.54948
N: -0.66380 1.00226 -0.10929
N: 1.09118 -0.77207 -0.32675
C: -0.71964 0.01807 0.81415
C: 0.23584 -0.99664 0.61770
C: 0.10383 0.92055 -1.16248
H: -1.33983 1.76789 -0.03077
H: 1.68322 -1.44306 -0.79409
H: -1.50666 -0.00965 1.54165

=====

B.
ORCA calculation (wB97M-V/def2-TZVPD) on an isolated ion of composition C3H3Cl2N2 and charge +1.

LUMO energy (spin up / spin down): -6.6 / -6.7 eV
Charge: +1

Atoms and positions in Å:
Cl: 0.74893 -1.74432 2.49670
Cl: 0.39306 0.03534 -2.55830
N: -0.59091 0.34468 1.31049
N: 1.49468 -0.98044 -0.33406
C: -0.42829 0.33966 0.01181
C: 0.55593 -0.33560 -0.88325
C: -0.42916 -0.73499 2.12655
H: -1.00695 1.20291 -0.57745
H: 2.20912 -1.41060 -0.94987
H: -1.43392 0.93590 1.74268

=====

The structure with the greatest stability is A.

=====

A.
ORCA calculation (wB97M-V/def2-TZVPD) on an isolated ion of composition C3HO3 and charge -1.

LUMO energy: 4.3 eV
Charge: -1
Structure (SMILES): O=C1O/C1=C/[O-]

Atoms and positions in Å:
O: -2.32355 -0.12844 -0.86343
O: 2.11346 -1.23441 0.17209
O: -0.88430 1.21914 0.43561
C: -0.36778 -0.29990 0.80356
C: -1.35233 0.07696 -0.13162
C: 1.27445 -0.34531 0.06260
H: 1.54004 0.71197 -0.47880

=====

B.
ORCA calculation (wB97M-V/def2-TZVPD) on a 2-piece molecular cluster, C3HO3 overall.

LUMO energy: 3.6 eV
Charge: -1

Atoms and positions in Å:
O: -0.89859 -1.82022 -0.03936
O: 2.73826 1.08294 -0.17193
O: 4.27932 -0.61930 0.04418
C: 3.41600 0.15272 -0.01530
C: -0.12301 -0.78425 0.21437
C: 1.08843 -1.14146 -0.03658
H: -0.68498 0.22918 0.65632

=====

C.
ORCA calculation (wB97M-V/def2-TZVPD) on an isolated ion of composition C3HO3 and charge -1.

LUMO energy: 4.1 eV
Charge: -1
Structure (SMILES): O=C=CC(=O)[O-]

Atoms and positions in Å:
O: -0.94671 -0.57899 2.09983
O: 2.12976 1.24586 -0.14277
O: -2.12538 0.76925 0.73361
C: 1.11943 1.30043 0.49728
C: 0.18347 1.45705 1.36325
C: -1.23433 0.40777 1.42602
H: 0.28824 2.25038 2.12696

=====

The structure with the greatest stability is C.

=====

A.
ORCA calculation (wB97M-V/def2-TZVPD) on one molecule with the formula CH3N3O2S.

LUMO energy (spin up / spin down): -0.5 / -0.5 eV

Atoms and positions in Å:
S: 0.26010 -1.52689 -1.34023
O: -0.89883 0.22895 1.66691
O: -1.62578 -0.47865 -2.83468
N: -0.55824 0.14057 0.47367
N: -1.31484 -0.67206 -1.67030
N: -1.29116 0.39070 -0.60219
C: 0.72691 -0.32299 0.06325
H: 1.35125 0.34251 -0.64010
H: 1.32898 -1.03407 0.63972
H: -2.16278 0.90293 -0.58477

=====

B.
ORCA calculation (wB97M-V/def2-TZVPD) on CH3N3O2S as an isolated structure.

LUMO energy: 0.0 eV

Atoms and positions in Å:
S: -1.54918 -0.11408 0.12264
O: -1.74174 1.26805 -0.23238
O: -1.52362 -0.60554 1.48193
N: 2.70368 0.96749 0.42558
N: 0.64501 -0.14195 -0.12918
N: -1.82665 -1.08144 -1.01814
C: 1.71202 0.44124 0.07184
H: 0.35143 -0.45732 -1.00673
H: 3.29836 1.74784 0.76621
H: -2.06931 -2.02429 -0.48176

=====

C.
ORCA calculation (wB97M-V/def2-TZVPD) on one molecule with the formula CH3N3O2S.

LUMO energy: -0.1 eV

Atoms and positions in Å:
S: -1.93960 0.34637 0.38667
O: -0.95196 -1.40732 0.05339
O: -2.61217 0.59817 -0.86726
N: -0.65783 1.23347 0.58227
N: 0.35071 -1.36242 0.25474
N: 2.07456 0.04106 -0.65340
C: 1.10599 -0.39083 -0.08421
H: 2.44241 0.97330 -0.55469
H: 0.68119 -1.94460 1.03106
H: -0.49329 1.91280 -0.14857

=====

D.
ORCA calculation (wB97M-V/def2-TZVPD) on a 2-piece molecular cluster, CH3N3O2S overall.

LUMO energy: -0.8 eV
Structure (SMILES): N#S(=O)O.N#CN

Atoms and positions in Å:
S: 0.56717 1.64837 0.69267
O: 0.13126 1.90690 -0.86568
O: 1.15104 2.87016 1.10531
N: -0.52443 -0.46965 -1.66117
N: -0.42468 -2.02421 0.26509
N: 0.45892 0.34344 1.32203
C: -0.48039 -1.27651 -0.80090
H: -0.16313 -1.38330 1.13529
H: 0.11053 1.24101 -1.60190
H: -0.82630 -2.85621 0.40925

=====

The structure with the greatest stability is B.